Model a:
Entry from the Open Molecules 2025 dataset: an isolated molecule of C3H4N2OS (ωB97M-V/def2-TZVPD).

Each line ends with the Löwdin charge.
Positions of all 11 atoms, in Å:
N 1.795 0.106 -0.388  0.149
C 0.447 -0.219 -0.323  -0.344
C -0.501 0.723 -0.646  0.003
C -1.685 0.225 0.132  -0.752
S -3.230 0.506 0.639  0.659
O -1.278 -1.091 0.584  -0.209
N 0.032 -1.248 0.576  -0.017
H 1.913 0.978 -0.758  0.063
H 2.318 -0.708 -0.542  0.089
H -0.262 1.700 -0.974  0.099
H 0.452 -0.972 1.700  0.260

Output
Kohn-Sham gap: 8.0 eV
HOMO level: -8.38 eV
Net charge: 0

---

Model b:
Entry from the Open Molecules 2025 dataset: an isolated molecule of C3H4N2OS (ωB97M-V/def2-TZVPD).

Each line ends with the Löwdin charge.
Positions of all 11 atoms, in Å:
N 2.874 -0.583 0.016  0.103
N 1.459 -0.139 -0.284  -0.109
C 1.131 1.114 -0.118  -0.121
C -0.219 1.332 0.254  -0.079
C -0.861 0.085 0.104  -0.941
S -2.419 -0.331 -0.072  0.673
O 0.135 -0.866 0.151  -0.050
H 2.828 -0.556 1.173  0.173
H 2.905 -1.540 -0.359  0.084
H 1.876 1.811 -0.498  0.136
H -0.616 2.382 0.067  0.131

Output
Kohn-Sham gap: 8.1 eV
HOMO level: -8.28 eV
Net charge: 0

---

In order of decreasing stability: model a, model b.

---

Model a:
Entry from the Open Molecules 2025 dataset: an isolated molecule of C3H4N2OS (ωB97M-V/def2-TZVPD).

Each line ends with the Löwdin charge.
Positions of all 11 atoms, in Å:
C -0.551 0.946 0.277  -0.519
C 0.160 -0.138 -0.111  -0.177
C 1.448 -0.012 -0.913  -0.095
N -1.609 0.570 1.270  0.202
N -1.958 -0.516 1.309  -0.632
O -0.486 2.167 0.053  -0.005
S -2.073 -1.937 1.085  0.967
H -0.037 -1.158 0.230  0.010
H 1.282 -0.380 -1.936  0.065
H 2.314 -0.634 -0.367  0.117
H 1.511 1.091 -0.897  0.068

Output
Kohn-Sham gap: 5.5 eV
HOMO level: -7.79 eV
Net charge: 0

---

Model b:
Entry from the Open Molecules 2025 dataset: an isolated molecule of C3H4N2OS (ωB97M-V/def2-TZVPD).

Each line ends with the Löwdin charge.
Positions of all 11 atoms, in Å:
H -0.186 2.671 0.203  0.055
N 0.461 1.924 -0.001  0.112
C -0.121 0.806 -0.054  -0.532
O -1.460 0.514 -0.011  0.061
C -1.502 -0.897 0.021  -0.076
C -0.265 -1.443 0.017  -0.086
N 0.632 -0.362 -0.018  -0.449
S 2.317 -0.368 0.009  0.811
H -2.462 -1.351 -0.019  0.106
H 0.053 -2.464 -0.047  0.113
H 2.533 0.971 -0.101  -0.116

Output
Kohn-Sham gap: 8.7 eV
HOMO level: -7.89 eV
Net charge: 0

---

Model c:
Entry from the Open Molecules 2025 dataset: an isolated molecule of C3H4N2OS (ωB97M-V/def2-TZVPD).

Each line ends with the Löwdin charge.
Positions of all 11 atoms, in Å:
H -2.796 -0.573 -0.007  0.029
N -2.084 0.081 -0.140  0.114
C -1.029 -0.588 0.027  -0.227
N 0.260 0.013 -0.032  -0.092
C 0.302 1.474 -0.049  -0.239
O 1.335 2.074 0.033  0.026
C 1.457 -0.685 -0.013  -0.697
S 2.976 -0.236 -0.074  0.759
H -0.975 -1.726 0.250  0.157
H -0.718 1.908 -0.070  0.129
H 1.272 -1.741 0.076  0.042

Output
Kohn-Sham gap: 8.5 eV
HOMO level: -8.47 eV
Net charge: 0

---

Model d:
Entry from the Open Molecules 2025 dataset: an isolated molecule of C3H4N2OS (ωB97M-V/def2-TZVPD).

Each line ends with the Löwdin charge.
Positions of all 11 atoms, in Å:
S 2.256 -0.038 -0.003  0.706
C 0.646 -0.020 -0.004  -0.909
N -0.110 1.166 -0.002  -0.029
N -1.481 1.288 0.028  0.060
C -2.124 0.162 -0.023  -0.118
C -1.496 -1.182 -0.009  -0.150
O -0.088 -1.135 0.014  -0.076
H 0.397 2.046 -0.046  0.129
H -3.201 0.271 -0.052  0.110
H -1.835 -1.823 -0.849  0.136
H -1.775 -1.738 0.920  0.140

Output
Kohn-Sham gap: 9.2 eV
HOMO level: -8.91 eV
Net charge: 0

---

In order of decreasing stability: model c, model d, model b, model a.

---

Model a:
Entry from the Open Molecules 2025 dataset: an isolated molecule of C3H4N2OS (ωB97M-V/def2-TZVPD).

Each line ends with the Löwdin charge.
Positions of all 11 atoms, in Å:
C -2.052 1.065 -0.021  -0.180
C -0.304 -0.464 -0.192  -0.585
C 1.181 -0.555 0.039  -0.108
N -2.983 1.834 -0.089  0.233
N -2.868 -1.319 0.145  -0.478
O -0.768 0.839 -0.075  0.031
S -1.466 -1.788 0.035  0.809
H 1.627 -1.509 0.378  0.087
H 1.731 -0.400 -0.903  0.077
H 1.321 0.200 0.753  0.055
H -3.843 1.591 0.246  0.060

Output
Kohn-Sham gap (alpha / beta): 7.2 / 7.2 eV
HOMO level (alpha / beta): -7.48 / -7.48 eV
Net charge: 0

---

Model b:
Entry from the Open Molecules 2025 dataset: an isolated molecule of C3H4N2OS (ωB97M-V/def2-TZVPD).

Each line ends with the Löwdin charge.
Positions of all 11 atoms, in Å:
O -3.245 0.111 -0.284  0.050
C -2.036 0.252 -0.258  -0.274
N -1.088 -0.764 0.099  0.077
C 0.294 -0.540 0.111  -0.191
N 0.704 0.694 0.064  -0.008
C 2.063 0.825 0.077  -0.682
S 3.190 -0.334 -0.306  0.614
H -1.597 1.160 -0.577  0.110
H -1.599 -1.666 0.292  0.174
H 0.880 -1.450 0.247  0.099
H 2.434 1.712 0.534  0.032

Output
Kohn-Sham gap: 8.0 eV
HOMO level: -8.99 eV
Net charge: 0

---

In order of decreasing stability: model b, model a.

---

Model a:
Entry from the Open Molecules 2025 dataset: a cluster of 2 separate species, C2H11N2 in total (ωB97M-V/def2-TZVPD).

Each line ends with the Löwdin charge.
Positions of all 15 atoms, in Å:
N 1.455 1.708 -1.687  -0.015
H 0.848 2.424 -2.091  0.047
H 2.209 2.102 -1.101  0.061
H 0.742 0.210 -0.814  0.144
H 1.764 1.465 -2.691  0.095
C -1.054 -1.667 1.334  -0.095
C -1.142 -0.365 0.444  -0.147
N 0.359 0.108 0.227  0.120
H -2.027 -1.913 1.963  0.131
H -0.928 -2.493 0.646  0.066
H -0.252 -1.687 2.099  0.080
H -1.536 -0.487 -0.610  0.132
H -1.847 0.323 0.962  0.121
H 0.816 -0.714 0.681  0.139
H 0.592 0.986 0.638  0.120

Output
Kohn-Sham gap: 12.2 eV
HOMO level: -15.40 eV
Net charge: +1

---

Model b:
Entry from the Open Molecules 2025 dataset: a cluster of 2 separate species, C2H11N2 in total (ωB97M-V/def2-TZVPD).

Each line ends with the Löwdin charge.
Positions of all 15 atoms, in Å:
N 0.322 -1.550 2.091  -0.009
H 1.321 -1.609 2.118  0.008
H 0.039 -0.585 0.006  0.146
H 0.200 -2.523 2.374  0.028
H -0.088 -0.901 2.870  0.088
C -0.619 1.412 0.030  -0.036
N -0.381 0.136 -0.695  -0.099
C 0.530 0.218 -1.929  0.017
H 0.296 1.711 0.706  0.152
H -1.020 2.087 -0.740  0.105
H -1.456 1.158 0.681  0.093
H -1.341 -0.244 -1.056  0.215
H 0.131 0.986 -2.563  0.094
H 0.605 -0.825 -2.318  0.123
H 1.462 0.529 -1.577  0.075

Output
Kohn-Sham gap: 11.4 eV
HOMO level: -14.75 eV
Net charge: +1

---

Model c:
Entry from the Open Molecules 2025 dataset: a cluster of 2 separate species, C2H11N2 in total (ωB97M-V/def2-TZVPD).

Each line ends with the Löwdin charge.
Positions of all 15 atoms, in Å:
N -1.371 0.610 -1.832  0.048
H -1.798 -0.232 -2.205  0.069
H -2.065 1.226 -1.436  0.066
H -0.083 0.530 -0.789  0.089
H -0.917 1.026 -2.639  0.066
C -0.028 -0.954 1.612  -0.065
C 1.137 -0.568 0.704  -0.198
N 0.726 0.675 -0.042  0.109
H 0.027 -1.951 2.040  0.091
H -0.055 -0.234 2.429  0.087
H -0.940 -0.942 1.015  0.077
H 2.049 -0.342 1.250  0.124
H 1.384 -1.288 -0.073  0.126
H 1.487 1.024 -0.626  0.156
H 0.446 1.422 0.592  0.157

Output
Kohn-Sham gap: 12.3 eV
HOMO level: -15.58 eV
Net charge: +1

---

Model d:
Entry from the Open Molecules 2025 dataset: a cluster of 2 separate species, C2H11N2 in total (ωB97M-V/def2-TZVPD).

Each line ends with the Löwdin charge.
Positions of all 15 atoms, in Å:
N -0.037 1.682 -1.546  0.039
H 0.605 1.397 -2.280  0.054
H 0.248 0.602 -0.070  0.086
H 0.016 2.695 -1.536  0.055
H -0.971 1.404 -1.829  0.053
C -0.432 -0.277 1.731  0.010
N 0.418 -0.264 0.487  -0.061
C 0.084 -1.421 -0.390  -0.021
H 0.113 -0.802 2.495  0.101
H -0.450 0.749 2.111  0.106
H -1.427 -0.601 1.477  0.102
H 1.390 -0.346 0.775  0.171
H 0.198 -2.345 0.164  0.107
H 0.744 -1.467 -1.247  0.100
H -0.916 -1.297 -0.774  0.099

Output
Kohn-Sham gap: 12.2 eV
HOMO level: -15.34 eV
Net charge: +1

---

In order of decreasing stability: model c, model d, model b, model a.

---

Model a:
Entry from the Open Molecules 2025 dataset: a cluster of 2 separate species, C6H18N2 in total (ωB97M-V/def2-TZVPD).

Each line ends with the Löwdin charge.
Positions of all 26 atoms, in Å:
C -2.391 3.784 -0.856  -0.111
C -1.144 4.412 -0.144  -0.292
N -0.060 3.570 -0.667  -0.175
C 1.217 4.055 -0.229  -0.168
H -2.450 3.995 -1.937  0.070
H -3.266 4.237 -0.361  0.061
H -2.429 2.692 -0.708  0.065
H -1.222 4.393 0.960  0.108
H -1.004 5.466 -0.453  0.111
H -0.159 2.589 -0.374  0.110
H 1.429 3.837 0.831  0.076
H 1.284 5.145 -0.384  0.082
H 1.985 3.564 -0.850  0.066
C 3.164 3.921 -5.539  -0.103
C 2.709 2.476 -5.152  -0.337
N 2.669 2.482 -3.716  -0.163
C 2.526 1.089 -3.259  -0.142
H 4.194 4.199 -5.258  0.072
H 2.481 4.719 -5.204  0.066
H 3.107 3.847 -6.638  0.060
H 3.502 1.785 -5.497  0.109
H 1.752 2.137 -5.594  0.114
H 1.824 3.032 -3.515  0.103
H 1.474 0.782 -3.389  0.075
H 2.799 0.967 -2.197  0.068
H 3.163 0.424 -3.866  0.075

Output
Kohn-Sham gap: 9.8 eV
HOMO level: -8.77 eV
Net charge: 0

---

Model b:
Entry from the Open Molecules 2025 dataset: a cluster of 2 separate species, C6H18N2 in total (ωB97M-V/def2-TZVPD).

Each line ends with the Löwdin charge.
Positions of all 26 atoms, in Å:
C -0.011 -15.601 2.508  -0.112
C -0.487 -14.410 3.415  -0.245
C 0.004 -12.982 2.998  -0.339
N -0.446 -11.964 3.920  -0.036
H 0.216 -16.477 3.138  0.066
H 0.888 -15.346 1.923  0.055
H -0.821 -15.870 1.809  0.066
H -1.588 -14.505 3.352  0.100
H -0.202 -14.502 4.481  0.099
H 1.107 -13.062 2.954  0.100
H -0.350 -12.659 2.000  0.110
H -0.082 -11.034 3.686  0.072
H -0.055 -12.200 4.839  0.067
C 1.849 -13.440 -4.345  -0.141
C 2.663 -13.485 -3.087  -0.291
C 1.781 -13.169 -1.896  -0.328
N 2.555 -13.161 -0.657  -0.040
H 1.294 -12.488 -4.399  0.076
H 1.123 -14.267 -4.269  0.077
H 2.427 -13.564 -5.276  0.075
H 2.997 -14.536 -2.993  0.111
H 3.566 -12.848 -3.152  0.117
H 1.314 -12.165 -1.891  0.117
H 0.980 -13.913 -1.725  0.112
H 1.960 -13.155 0.179  0.049
H 3.127 -14.010 -0.592  0.065

Output
Kohn-Sham gap: 10.0 eV
HOMO level: -9.06 eV
Net charge: 0

---

In order of decreasing stability: model b, model a.

---

Model a:
Entry from the Open Molecules 2025 dataset: an isolated molecule of C3H4N2O (ωB97M-V/def2-TZVPD).

Each line ends with the Löwdin charge.
Positions of all 10 atoms, in Å:
N 1.797 -0.156 -0.057  0.159
C 0.484 -0.492 0.050  -0.540
O 0.093 -1.646 0.065  0.049
C -0.523 0.615 0.022  -0.209
C -1.864 0.066 -0.240  -0.078
N -1.719 0.484 0.935  0.161
H 2.452 -0.913 0.052  0.108
H 2.110 0.750 0.245  0.097
H -0.183 1.641 -0.195  0.123
H -2.647 -0.350 -0.877  0.128

Output
Kohn-Sham gap: 11.1 eV
HOMO level: -10.13 eV
Net charge: 0

---

Model b:
Entry from the Open Molecules 2025 dataset: an isolated molecule of C3H4N2O (ωB97M-V/def2-TZVPD).

Each line ends with the Löwdin charge.
Positions of all 10 atoms, in Å:
O 2.032 0.096 -0.022  0.070
C 0.659 0.118 0.000  -0.367
C -0.218 1.172 0.023  -0.084
N -1.512 0.657 -0.017  0.045
C -1.375 -0.656 -0.017  -0.213
N -0.062 -1.027 0.020  0.100
H 2.316 -0.815 0.076  0.097
H -0.028 2.218 0.035  0.095
H -2.138 -1.398 0.038  0.105
H 0.219 -1.985 -0.026  0.152

Output
Kohn-Sham gap: 8.7 eV
HOMO level: -8.31 eV
Net charge: 0

---

Model c:
Entry from the Open Molecules 2025 dataset: an isolated molecule of C3H4N2O (ωB97M-V/def2-TZVPD).

Each line ends with the Löwdin charge.
Positions of all 10 atoms, in Å:
O 0.423 -1.566 1.174  0.083
C 0.311 -0.426 0.463  -0.462
C -0.881 0.113 0.067  -0.079
C -0.564 1.070 -0.898  -0.210
N 0.740 1.237 -1.109  0.075
N 1.347 0.230 -0.050  0.087
H -0.456 -1.968 1.069  0.122
H -1.786 0.013 0.632  0.098
H -1.387 1.568 -1.444  0.118
H 2.253 -0.272 0.097  0.168

Output
Kohn-Sham gap: 9.4 eV
HOMO level: -8.73 eV
Net charge: 0

---

Model d:
Entry from the Open Molecules 2025 dataset: an isolated molecule of C3H4N2O (ωB97M-V/def2-TZVPD).

Each line ends with the Löwdin charge.
Positions of all 10 atoms, in Å:
H -0.265 -2.428 -1.469  0.059
N -0.276 -1.694 -0.746  0.071
N 0.838 -1.151 -0.758  -0.043
C 0.874 -0.074 0.232  -0.255
C 0.289 1.279 -0.029  0.058
C -0.427 0.485 0.705  -0.320
O -1.507 0.305 1.463  0.095
H 1.810 -0.144 0.800  0.118
H 0.532 2.268 -0.368  0.093
H -1.892 1.176 1.634  0.123

Output
Kohn-Sham gap: 9.5 eV
HOMO level: -8.89 eV
Net charge: 0

---

In order of decreasing stability: model b, model a, model c, model d.